Molecular formula: C33H46ClMnNO2P4
Method: DFT, ωB97M-V with the def2-TZVPD basis set

The spin multiplicity is 4. Its expectation value of S² is 3.9330. The LUMO energy (alpha / beta) comes out at -7.8740 / -6.7310 eV. The net charge is +2. Its gap between HOMO and LUMO (alpha / beta) is 4.702 / 5.869 eV.

Structure (XYZ):
```
88
Properties=species:S:1:pos:R:3:lowdin_charge:R:1
Mn -0.25 -0.49 3.04 0.20
Cl 1.78 -1.38 3.38 0.18
P 0.62 1.58 3.86 0.80
P -3.96 1.59 1.11 0.91
P 1.94 -0.30 -2.43 1.11
P -1.13 -2.72 3.01 0.79
O -1.16 1.71 -0.48 -0.04
O -1.27 -0.78 7.32 0.09
N -0.85 -0.56 4.94 -0.05
C 1.66 2.39 2.60 -0.23
C 2.42 3.68 -3.26 -0.08
C -0.69 2.80 4.27 -0.22
C -1.42 -1.96 -4.05 -0.08
C 2.61 1.26 -3.18 -0.38
C -1.97 0.35 2.57 -0.18
C 5.10 -3.15 -4.26 -0.07
C 1.63 1.51 5.38 -0.22
C 4.34 -1.67 -2.51 -0.12
C 3.38 3.70 -4.28 -0.07
C 2.91 -2.17 -4.42 -0.09
C 1.12 -0.58 0.58 0.08
C -2.90 -2.84 2.58 -0.23
C -1.07 -0.67 6.12 -0.43
C -0.08 -0.20 0.65 -0.11
C 3.97 2.52 -4.75 -0.05
C 3.12 -1.50 -3.20 -0.39
C -1.39 0.43 0.17 -0.34
C -0.25 -3.76 1.78 -0.24
C 0.50 -0.56 -3.57 -0.39
C -1.01 -3.69 4.57 -0.22
C 5.33 -2.50 -3.04 -0.07
C 2.05 2.46 -2.70 -0.12
C -2.34 0.70 1.32 -0.34
C -0.81 -0.15 -5.56 -0.07
C -0.35 -1.63 -3.23 -0.13
C 3.58 1.30 -4.20 -0.07
C -5.08 1.45 2.49 -0.16
C 3.90 -2.99 -4.95 -0.06
C 0.26 0.18 -4.74 -0.08
C -3.50 3.28 0.78 -0.15
C -4.57 0.76 -0.34 -0.16
C -1.65 -1.21 -5.22 -0.08
H -4.81 -0.28 -0.08 0.08
H -1.33 2.37 5.06 0.06
H 4.72 2.54 -5.55 0.12
H -3.07 -2.31 1.64 0.03
H 2.50 1.72 2.36 0.05
H 1.96 4.61 -2.90 0.11
H -4.69 1.91 3.40 0.07
H -5.32 0.40 2.72 0.08
H -3.48 -2.33 3.37 0.05
H 1.01 1.15 6.21 0.05
H 4.51 -1.13 -1.59 0.09
H -2.67 3.27 0.06 0.06
H -0.34 -3.28 0.80 0.04
H 3.69 4.65 -4.71 0.11
H 5.86 -3.81 -4.67 0.11
H -4.34 3.84 0.38 0.08
H -2.07 -2.80 -3.79 0.11
H 0.94 0.99 -5.03 0.11
H 6.27 -2.62 -2.50 0.11
H -3.23 -3.89 2.49 0.07
H 1.07 2.55 1.69 0.04
H -0.98 0.44 -6.49 0.12
H 1.98 -2.02 -4.98 0.11
H -2.69 0.58 3.38 0.06
H -1.95 -0.23 -0.54 0.14
H -6.03 1.95 2.26 0.09
H 2.03 2.51 5.63 0.07
H 3.72 -3.50 -5.92 0.12
H -0.41 1.61 -1.09 0.08
H 2.05 3.35 2.97 0.07
H 0.81 -3.78 2.05 0.04
H 2.16 -0.70 0.31 0.04
H -1.31 2.99 3.39 0.03
H 1.30 2.43 -1.91 0.07
H -2.50 -1.45 -5.86 0.11
H 2.45 0.80 5.23 0.04
H 4.02 0.38 -4.58 0.11
H -0.67 -4.77 1.76 0.07
H -3.15 3.76 1.70 0.07
H -3.79 0.76 -1.11 0.07
H 0.03 -3.64 4.95 0.06
H -1.67 -3.24 5.33 0.05
H -0.25 3.75 4.63 0.07
H -5.47 1.25 -0.72 0.08
H -0.13 -2.23 -2.35 0.09
H -1.29 -4.74 4.41 0.07
```

---

Molecular formula: C27H44BrCdNOP2
Method: DFT, ωB97M-V with the def2-TZVPD basis set

The energy above the lowest of the compared OMol25 structures with the same formula, charge and spin comes out at 1.497 eV. The LUMO energy comes out at -8.2373 eV. The net charge is +2. Its gap between HOMO and LUMO is 4.417 eV.

Structure (XYZ):
```
77
Properties=species:S:1:pos:R:3:lowdin_charge:R:1
Cd 0.38 -2.39 -4.95 1.49
Br 1.80 -1.13 0.97 1.01
P 2.20 -0.23 -4.94 0.99
P -1.37 1.91 -1.95 0.92
O -0.84 0.74 1.59 -0.18
N -4.17 -5.39 -7.35 0.10
C -0.38 3.15 -1.00 -0.42
C 2.52 -0.80 -3.22 -0.46
C -4.22 -5.69 -6.05 -0.09
C -1.17 0.60 2.98 -0.28
C 3.86 -0.37 -2.60 -0.12
C 1.69 2.62 -4.82 -0.13
C -0.65 -3.59 -3.61 -0.12
C -1.15 -2.39 -1.53 0.00
C -3.72 2.69 -0.44 -0.14
C 1.15 -3.49 -0.39 -0.08
C -2.26 2.88 -3.24 -0.44
C 1.50 -1.13 -6.35 -0.61
C -0.20 -0.25 3.79 -0.10
C -3.23 -5.30 -5.13 0.03
C 1.98 -0.67 -7.75 -0.09
C -0.82 4.61 -0.99 -0.14
C 0.69 -2.22 0.03 -0.66
C 1.09 1.22 -4.67 -0.42
C -1.15 -3.89 -4.75 -0.07
C -3.11 -4.74 -7.81 -0.10
C -2.13 -4.53 -5.61 -0.24
C -0.57 -1.79 -0.42 -0.06
C -2.06 -4.33 -7.00 -0.03
C 0.56 -4.08 -1.49 -0.01
C -3.18 1.99 -4.09 -0.17
C -0.48 -3.43 -2.19 -0.27
C -2.73 1.57 -0.74 -0.43
H 1.84 -2.20 -6.26 0.06
H 1.14 -0.35 -8.38 0.10
H -1.21 1.62 3.39 0.12
H 3.88 -0.68 -1.55 0.06
H 1.70 -0.40 -2.60 0.06
H 4.71 -0.86 -3.09 0.08
H -3.26 3.52 0.10 0.06
H -0.32 2.75 0.02 0.06
H -2.07 -1.98 -1.93 0.13
H -1.21 -3.83 -7.47 0.10
H -3.33 -5.60 -4.10 0.12
H 0.70 0.33 4.04 0.08
H 2.68 0.16 -7.70 0.08
H -2.18 0.18 3.03 0.12
H -1.50 3.35 -3.88 0.07
H -3.10 -4.52 -8.88 0.13
H -2.23 1.25 0.19 0.04
H -2.66 1.07 -4.40 0.04
H 2.46 -1.89 -3.22 0.05
H -4.19 3.08 -1.35 0.06
H -4.08 1.68 -3.54 0.07
H 1.78 2.92 -5.87 0.08
H 0.63 3.08 -1.44 0.06
H -0.67 -0.53 4.72 0.09
H 2.00 -3.95 0.10 0.12
H 0.02 0.30 1.43 -0.04
H 0.40 -0.94 -6.37 0.04
H -5.10 -6.24 -5.72 0.13
H 2.49 -1.50 -8.24 0.09
H -0.75 5.06 -1.98 0.07
H -0.17 5.17 -0.31 0.08
H -1.03 -0.93 0.06 0.09
H 0.69 1.10 -3.65 0.00
H -3.50 2.53 -4.99 0.08
H 0.95 -5.02 -1.87 0.13
H 4.03 0.71 -2.64 0.08
H 0.11 -1.16 3.26 0.04
H -4.52 2.28 0.19 0.08
H -1.85 4.73 -0.63 0.06
H 0.25 1.11 -5.37 0.07
H -3.26 0.69 -1.15 0.06
H 2.67 2.73 -4.33 0.08
H 1.01 3.36 -4.36 0.07
H -2.84 3.68 -2.76 0.07
```

---

Molecular formula: C24H24N6O3V
Method: DFT, ωB97M-V with the def2-TZVPD basis set

The spin multiplicity is 3. Its expectation value of S² is 2.0109. The energy above the lowest of the compared OMol25 structures with the same formula, charge and spin comes out at 0.764 eV. The LUMO energy (alpha / beta) comes out at -3.3895 / -3.3259 eV. The net charge is +1. Its gap between HOMO and LUMO (alpha / beta) is 8.438 / 8.579 eV.

Structure (XYZ):
```
58
Properties=species:S:1:pos:R:3:lowdin_charge:R:1
V -12.65 -9.28 2.80 0.96
O -9.00 -10.60 3.09 0.09
O -14.13 -5.75 1.66 0.08
O -11.28 -10.49 3.20 -0.19
N -12.16 -8.54 4.89 -0.03
N -14.14 -10.67 3.53 0.06
N -13.97 -7.92 2.39 -0.08
N -15.86 -8.70 4.81 0.07
N -11.30 -7.82 1.96 0.04
N -13.10 -10.30 0.97 0.03
C -14.06 -11.26 1.11 -0.14
C -14.50 -11.97 -0.06 -0.15
C -17.24 -7.41 6.27 -0.06
C -13.91 -11.69 -1.28 0.01
C -10.19 -5.52 0.77 -0.02
C -16.49 -8.54 6.01 -0.12
C -9.97 -9.82 5.11 -0.08
C -15.55 -12.83 0.14 0.00
C -12.96 -10.73 -1.35 -0.01
C -10.03 -10.34 3.65 -0.59
C -15.38 -8.08 2.46 -0.15
C -12.01 -6.72 1.68 -0.17
C -14.66 -11.39 2.36 -0.21
C -11.54 -5.61 1.01 0.02
C -16.03 -7.81 3.84 -0.24
C -16.26 -12.88 1.36 -0.02
C -17.36 -6.41 5.28 -0.03
C -9.42 -6.57 1.22 -0.03
C -16.78 -6.62 4.01 0.01
C -15.77 -12.18 2.45 -0.01
C -10.69 -8.50 5.35 -0.19
C -13.52 -6.76 1.91 -0.49
C -9.98 -7.68 1.79 -0.08
C -12.51 -10.07 -0.17 -0.06
H -12.61 -9.23 5.51 0.10
H -14.21 -12.24 -2.13 0.12
H -10.17 -7.69 4.90 0.10
H -17.66 -7.26 7.30 0.12
H -17.22 -13.40 1.43 0.12
H -8.98 -9.59 5.46 0.12
H -11.69 -9.29 -0.22 0.14
H -9.79 -4.73 0.16 0.12
H -12.54 -10.42 -2.33 0.12
H -15.84 -7.41 1.71 0.13
H -17.95 -5.56 5.52 0.10
H -12.63 -7.66 5.20 0.12
H -12.30 -4.92 0.60 0.14
H -16.35 -9.33 6.74 0.11
H -10.43 -10.66 5.75 0.15
H -15.75 -9.04 2.22 0.10
H -9.38 -8.57 2.02 0.11
H -16.39 -12.23 3.34 0.13
H -13.64 -11.39 4.07 0.13
H -14.94 -10.35 4.04 0.05
H -16.91 -5.85 3.21 0.13
H -8.35 -6.49 1.11 0.12
H -15.79 -13.40 -0.73 0.12
H -10.77 -8.25 6.39 0.11
```

---

Molecular formula: C23H41BrCaNO6S
Method: DFT, ωB97M-V with the def2-TZVPD basis set

The LUMO energy comes out at -4.3311 eV. The net charge is +1. Its gap between HOMO and LUMO is 5.706 eV.

Structure (XYZ):
```
74
Properties=species:S:1:pos:R:3:lowdin_charge:R:1
Br -3.13 3.68 -3.66 0.02
Ca -5.22 0.65 -3.01 1.56
S -0.25 -2.28 5.88 0.83
O -4.72 -1.36 -1.89 -0.40
O -0.26 2.82 -0.19 0.12
O 5.36 -0.76 0.80 -0.04
O 4.79 -1.93 2.60 0.11
O -0.23 -2.79 4.47 -0.58
O -2.37 2.16 -0.69 -0.07
N -0.24 -2.22 1.00 0.09
C 4.49 0.40 2.97 0.01
C 4.91 -0.05 -1.52 -0.15
C -2.23 1.67 -2.05 -0.39
C -6.13 -2.18 -0.21 -0.08
C 4.88 -0.84 2.10 -0.50
C -1.37 3.14 -0.48 -0.48
C -2.05 -0.74 0.33 0.06
C -1.79 4.64 -0.57 -0.01
C -5.99 -1.30 -1.45 -0.59
C -0.35 -1.47 -1.36 -0.10
C -0.85 -0.58 5.83 -0.27
C 1.44 0.74 -2.13 -0.18
C 4.91 1.36 -2.23 -0.19
C 0.27 -2.22 -0.27 0.04
C -1.56 -0.69 -1.06 -0.06
C 1.49 -0.55 -3.03 -0.17
C 4.40 -0.03 -0.03 -0.17
C -2.29 0.11 -2.16 -0.13
C 2.37 1.84 -2.83 -0.17
C -1.71 -2.98 6.68 -0.26
C 0.33 -1.60 -2.75 -0.13
C 3.63 2.23 -1.97 -0.21
C -1.37 -1.51 1.33 -0.01
H -2.59 -2.78 6.07 0.06
H -2.97 -0.21 0.66 0.13
H 3.38 0.40 3.17 0.09
H -6.38 -0.30 -1.14 0.07
H -3.39 -0.13 -2.07 0.00
H 1.17 -2.85 -0.45 0.15
H 5.11 0.39 3.89 0.10
H 4.38 -0.82 -2.14 0.09
H -5.90 -3.22 -0.43 0.08
H 4.37 1.01 0.38 0.11
H -1.57 -4.05 6.78 0.05
H -0.99 -0.22 6.85 0.06
H -5.47 -1.85 0.60 0.07
H 5.85 1.88 -1.90 0.12
H 3.42 -0.56 0.00 0.12
H 5.06 1.16 -3.33 0.12
H -6.80 -1.64 -2.14 0.11
H -1.79 -0.54 5.28 0.05
H 1.82 2.77 -3.09 0.11
H -1.35 2.13 -2.56 0.08
H 4.70 1.36 2.42 0.08
H -2.12 4.97 0.45 0.10
H -7.15 -2.15 0.17 0.08
H -1.98 -0.27 -3.17 0.13
H -1.82 -2.53 7.67 0.06
H 0.18 -2.77 1.75 0.17
H 0.82 -2.62 -2.76 0.12
H -0.44 -1.56 -3.56 0.11
H 1.35 -0.20 -4.09 0.12
H 3.90 3.29 -2.26 0.11
H 2.76 1.40 -3.79 0.10
H -0.95 5.29 -0.89 0.10
H -1.74 -1.59 2.38 0.13
H 2.49 -1.05 -3.02 0.10
H 1.70 0.58 -1.06 0.10
H -0.10 0.03 5.33 0.05
H 3.33 2.30 -0.89 0.10
H -2.65 4.73 -1.28 0.00
H -3.19 2.05 -2.67 -0.21
H 0.39 1.15 -2.15 0.08
H 5.98 -0.40 -1.47 0.12
```

---

Molecular formula: C5H7NO
Method: DFT, ωB97M-V with the def2-TZVPD basis set

The energy above the lowest of the compared OMol25 structures with the same formula, charge and spin comes out at 5.439 eV. The LUMO energy comes out at 0.9978 eV. The net charge is 0. Its gap between HOMO and LUMO is 10.581 eV.

Structure (XYZ):
```
14
Properties=species:S:1:pos:R:3:lowdin_charge:R:1
O -0.40 -0.63 -1.68 -0.05
N 1.50 -1.03 0.37 0.07
C 0.52 -0.02 0.09 -0.43
C 0.00 0.69 -1.19 -0.17
C -1.40 0.83 -0.53 0.00
C -0.80 -0.61 -0.26 -0.20
C 1.18 0.02 1.39 -0.07
H 0.85 -1.84 0.54 0.09
H 1.98 0.73 1.57 0.10
H -0.85 -1.66 0.22 0.17
H 0.63 -0.28 2.28 0.11
H 0.53 1.37 -1.86 0.14
H -1.50 1.55 0.29 0.11
H -2.22 0.88 -1.24 0.11
```